<A>
The following is a DFT calculation (ωB97M-V with the def2-TZVPD basis set) of a 2-piece molecular cluster, C7H10O3 overall.

Element x y z (Å)
O  -4.94  3.19  1.04
O  -2.26  2.27  0.61
O  -5.37  1.12  0.21
C  -6.09  -0.62  2.96
C  -7.07  1.70  3.03
C  -6.09  0.71  3.66
C  -6.36  -0.76  1.65
C  -5.66  2.23  0.88
C  -6.96  1.74  1.51
C  -6.66  0.42  0.80
H  -2.49  1.52  0.05
H  -5.87  -1.51  3.55
H  -6.38  -1.74  1.18
H  -6.93  2.70  3.44
H  -8.10  1.39  3.27
H  -3.12  2.64  0.88
H  -7.28  0.19  -0.07
H  -7.80  2.28  1.05
H  -6.33  0.56  4.72
H  -5.07  1.11  3.64

Its SMILES is O=C1O[C@H]2C=CCC[C@@H]12.O. As for the HOMO-LUMO gap: 10.82 eV. The LUMO energy is 0.02166 Eh.

Mulliken atomic charge list, values in e, 4 entries: atom 1 (O): -0.69, atom 2 (O): -0.66, atom 3 (O): -0.38, atom 4 (C): -0.26

<B>
The following is a DFT calculation (ωB97M-V with the def2-TZVPD basis set) of C7H10O3 as an isolated structure.

Element x y z (Å)
O  -0.96  0.37  -0.54
O  -2.76  0.73  1.20
O  -2.54  -1.56  -0.54
C  1.20  -2.02  -1.30
C  1.09  1.11  0.54
C  0.89  -1.15  -0.51
C  0.20  -0.08  0.22
C  1.78  1.71  -0.68
C  -1.89  0.01  0.79
C  -0.65  -0.59  1.42
H  0.46  1.86  1.04
H  1.84  0.77  1.27
H  1.04  2.07  -1.41
H  2.40  2.57  -0.37
H  -3.39  -1.15  -0.76
H  -0.72  -1.68  1.49
H  -1.63  -1.01  -1.17
H  -0.38  -0.14  2.38
H  2.43  0.98  -1.17
H  1.60  -2.80  -1.91

As for the HOMO-LUMO gap: 11.04 eV. The LUMO energy is 0.02694 Eh.

Mulliken atomic charge list, values in e, 4 entries: atom 1 (O): -0.68, atom 2 (O): -0.51, atom 3 (O): -0.71, atom 4 (C): 0.04

If you had to bet on the most stable structure above, which would it be? Bet on <A>.